{"formula": "C3H5NS", "method": "ωB97M-V/def2-TZVPD", "symbols": ["C", "C", "C", "N", "S", "H", "H", "H", "H", "H"], "coordinates": [[1.634, 0.313, 1.323], [0.032, 0.080, -0.539], [-1.346, 0.004, -0.813], [1.067, 0.213, -0.036], [1.175, -1.137, 2.295], [1.202, 1.272, 1.668], [2.649, 0.514, 1.031], [-1.826, -0.306, 0.198], [-1.644, 1.055, -1.019], [-1.775, -0.533, -1.564]], "homo_energy_ev": [-5.258, -9.282], "lumo_ev": [0.93, -2.21], "gap_ha": [0.227, 0.260], "multiplicity": 3, "total_charge": 0}